Entry w
{
  "formula": "C4H11N2S",
  "method": "ωB97M-V/def2-TZVPD",
  "total_charge": 1,
  "lumo_ev": -2.82,
  "homo_ev": -13.86,
  "species": ["C", "C", "C", "C", "N", "N", "S", "H", "H", "H", "H", "H", "H", "H", "H", "H", "H", "H"],
  "xyz": [[-0.18, -0.59, 0.25], [1.28, 1.67, -0.20], [-2.60, -0.28, -0.09], [1.41, 0.42, 0.58], [0.11, -1.75, -0.24], [-1.30, 0.06, 0.39], [2.74, -0.83, 0.18], [1.99, 2.42, 0.19], [1.34, 1.50, -1.26], [0.30, 2.02, 0.05], [-3.25, -0.21, 0.75], [-2.70, -1.28, -0.44], [-3.06, 0.57, -0.72], [1.56, 0.42, 1.67], [1.15, -1.93, -0.41], [-0.34, -2.54, -0.61], [-1.22, 0.87, 0.92], [2.76, -0.54, -1.01]],
  "nbo_charge": [0.55, -0.66, -0.44, -0.26, -0.77, -0.54, 0.09, 0.26, 0.24, 0.22, 0.23, 0.23, 0.24, 0.25, 0.41, 0.43, 0.41, 0.10]
}



Entry x
{
  "formula": "C4H11N2S",
  "method": "ωB97M-V/def2-TZVPD",
  "total_charge": 1,
  "lumo_ev": -4.37,
  "homo_ev": -12.53,
  "species": ["C", "C", "C", "C", "N", "N", "S", "H", "H", "H", "H", "H", "H", "H", "H", "H", "H", "H"],
  "xyz": [[1.07, -0.69, 0.19], [-0.74, 2.43, 1.64], [0.05, -3.10, -1.24], [-0.87, 1.57, 0.42], [2.27, -1.25, 0.07], [-1.31, 2.26, -0.61], [-0.25, -1.51, -0.54], [-0.36, 1.73, 2.41], [-1.79, 2.89, 1.89], [0.04, 3.12, 1.46], [-0.25, -3.90, -0.59], [1.04, -3.25, -1.52], [-0.62, -3.06, -2.18], [-0.57, 0.51, 0.40], [2.46, -2.26, -0.20], [3.09, -0.73, 0.27], [-1.67, 2.04, -1.52], [-1.60, 3.20, -0.34]],
  "nbo_charge": [-0.16, -0.72, -0.79, 0.35, -0.76, -0.63, 0.27, 0.27, 0.27, 0.27, 0.25, 0.22, 0.26, 0.27, 0.38, 0.41, 0.44, 0.41]
}



entry w comes first in stability; the runner-up is 0.0379 hartree higher.